No. 1
149
Properties=species:S:1:pos:R:3:forces:R:3 method="wB97M-V/def2-TZVPD" largest_force_ev_per_a=0.39 orbital_gap_ha=0.35120 total_charge=+1 lumo_energy_ev=-1.68 e_homo_ev=-11.24
C 11.36328 -0.20206 4.05006 0.109 0.058 -0.032
O 10.43811 -0.68856 3.10476 -0.227 0.098 -0.104
C 11.04281 -1.41889 2.05180 0.094 0.108 0.084
C 9.94617 -1.98227 1.15827 -0.098 -0.021 -0.052
C 9.63621 -1.17592 -0.11855 -0.036 -0.065 0.033
C 8.32193 -0.37157 -0.07742 0.095 0.225 0.040
C 7.26433 -0.81087 -1.09222 0.228 -0.130 -0.145
C 6.27725 0.30096 -1.41868 -0.306 -0.200 0.108
C 5.33550 0.65033 -0.25053 0.097 0.353 -0.064
C 4.09407 -0.22621 -0.31910 0.066 -0.239 -0.217
N 3.25763 -0.51904 0.95554 -0.205 0.000 0.092
C 3.59568 0.45029 2.07551 0.244 0.009 0.161
C 3.35658 1.94360 1.86426 0.036 -0.033 0.062
C 4.29686 2.72155 2.80323 -0.145 0.072 0.084
C 5.68837 3.07721 2.27734 0.159 0.059 -0.032
O 6.69761 2.18663 2.75399 -0.191 -0.327 -0.038
C 3.44006 -1.95381 1.46744 -0.190 -0.116 0.036
C 4.67073 -2.40128 2.30170 0.027 -0.041 -0.265
N 5.91557 -1.79862 1.86792 0.017 0.154 0.217
N 4.43012 -2.06944 3.69953 0.028 0.127 0.000
N 4.77131 -3.82928 1.99212 -0.077 -0.068 0.189
C 1.79221 -0.48334 0.61302 0.221 -0.018 -0.251
Cl 0.78138 0.19632 1.81616 -0.323 0.001 0.227
C 1.17937 -1.07303 -0.41905 0.081 0.009 0.027
C -0.30313 -1.01996 -0.60768 -0.096 -0.146 -0.068
Cl 1.99913 -2.04078 -1.59463 0.064 0.040 -0.005
H 11.64110 -0.98220 4.76847 0.039 0.020 -0.046
H 10.89476 0.62661 4.57963 -0.008 -0.069 0.026
H 12.27179 0.16829 3.56081 -0.030 0.009 0.041
H 11.67326 -2.21445 2.46988 -0.060 -0.022 0.001
H 11.69450 -0.74432 1.47852 0.060 -0.094 0.027
H 10.19313 -3.01250 0.89210 0.014 0.050 0.043
H 9.04903 -2.01100 1.78719 0.058 -0.218 -0.042
H 10.45997 -0.48705 -0.32359 -0.021 -0.088 -0.017
H 9.60529 -1.86810 -0.96510 -0.023 0.088 -0.004
H 8.54647 0.68386 -0.27466 -0.013 -0.122 0.047
H 7.91662 -0.43604 0.93746 -0.029 0.115 -0.028
H 6.73689 -1.70542 -0.73770 0.041 0.049 -0.017
H 7.77206 -1.09664 -2.01988 -0.061 0.077 0.078
H 6.82946 1.19561 -1.71194 -0.025 -0.086 0.026
H 5.67410 0.00581 -2.28669 0.035 0.134 0.001
H 5.04922 1.69546 -0.36570 -0.052 -0.050 0.099
H 5.86978 0.55872 0.69036 0.011 -0.127 -0.004
H 4.36683 -1.19920 -0.71712 0.029 -0.023 0.149
H 3.39617 0.22195 -1.02323 0.004 -0.011 0.061
H 3.07557 0.09174 2.95904 0.016 0.033 -0.022
H 4.64688 0.28615 2.26604 0.109 -0.079 -0.060
H 3.51210 2.24355 0.82851 -0.015 0.014 -0.007
H 2.33034 2.20211 2.11917 0.072 -0.061 -0.094
H 4.42950 2.14297 3.72484 0.019 0.146 0.011
H 3.79539 3.64611 3.09810 0.009 -0.037 -0.066
H 5.70722 3.10710 1.18534 -0.087 0.079 0.013
H 5.94834 4.07884 2.62879 0.034 -0.075 0.006
H 7.09879 1.71207 2.01875 0.080 0.158 0.018
H 3.37375 -2.57477 0.57715 0.079 0.055 0.026
H 2.55552 -2.14412 2.08156 0.039 0.054 -0.048
H 6.61854 -2.51644 1.73952 -0.049 0.024 -0.173
H 6.26588 -1.13911 2.55481 -0.026 0.028 -0.013
H 5.25766 -2.27873 4.24747 -0.043 -0.012 0.051
H 3.65584 -2.60238 4.08126 0.010 0.032 -0.003
H 5.26633 -4.29291 2.74932 0.056 -0.007 -0.091
H 3.85778 -4.26802 1.94426 -0.011 -0.020 -0.021
H -0.68583 -0.00272 -0.53988 0.025 -0.080 0.038
H -0.79531 -1.62531 0.16048 -0.021 0.090 -0.026
H -0.57457 -1.42121 -1.58087 -0.007 0.085 0.006
O -2.43834 0.11347 -3.12220 0.043 0.013 -0.109
C -3.07239 0.82690 -2.39782 -0.070 -0.092 0.118
O -2.85683 0.81269 -1.05501 -0.033 0.075 0.144
C -3.80065 1.67936 -0.38697 -0.108 0.030 -0.031
C -4.27048 2.65695 -1.45407 0.074 -0.021 -0.134
C -4.18397 1.79815 -2.71592 0.187 0.115 0.140
H -4.62039 1.06171 -0.01349 -0.019 -0.005 -0.007
H -3.29524 2.14798 0.45418 0.048 -0.023 -0.008
H -5.25876 3.05293 -1.24541 0.017 -0.043 -0.003
H -3.57952 3.49853 -1.52105 0.012 0.005 0.022
H -5.10031 1.22733 -2.87481 -0.021 0.023 -0.045
H -3.95299 2.35506 -3.61992 -0.043 -0.078 -0.073
O 9.62747 1.56226 -2.48470 0.043 0.066 0.019
C 9.26119 1.38867 -3.61005 0.041 -0.076 0.047
O 8.06943 0.80174 -3.87742 -0.088 -0.051 -0.180
C 7.90186 0.62011 -5.29733 0.063 0.033 -0.046
C 8.83502 1.64274 -5.93928 0.043 0.019 0.096
C 9.96227 1.72550 -4.90951 -0.193 0.054 -0.070
H 8.17955 -0.40667 -5.54335 0.013 0.002 -0.016
H 6.85194 0.77101 -5.53466 -0.012 0.007 0.037
H 9.15674 1.35134 -6.93590 0.027 -0.041 0.013
H 8.33113 2.60680 -6.01332 -0.010 0.000 -0.018
H 10.73523 0.97306 -5.07628 0.030 0.008 -0.001
H 10.43473 2.70065 -4.83656 0.078 -0.025 0.020
O -7.34921 1.56372 -2.80947 -0.068 0.025 -0.115
C -7.91036 2.24627 -1.99812 -0.039 -0.033 0.039
O -7.48336 2.30761 -0.72152 0.016 -0.028 0.098
C -8.38397 3.10770 0.08054 -0.134 0.109 0.084
C -9.10976 4.00339 -0.91583 0.140 -0.083 -0.189
C -9.13521 3.12286 -2.16771 0.064 0.072 0.167
H -9.04674 2.42481 0.60889 -0.066 0.078 -0.004
H -7.78906 3.65719 0.80538 0.065 0.010 -0.047
H -10.09084 4.31331 -0.56445 -0.023 -0.065 0.009
H -8.51428 4.89729 -1.10016 -0.037 -0.011 0.029
H -10.00604 2.46482 -2.19274 -0.022 -0.003 -0.041
H -9.08166 3.66492 -3.10782 -0.035 -0.055 -0.045
O -9.18756 1.18646 2.55398 -0.110 -0.075 0.106
C -8.35542 0.34172 2.39280 0.156 0.110 -0.126
O -8.64552 -0.97630 2.37713 -0.012 -0.080 0.037
C -7.44438 -1.75430 2.20066 0.062 -0.012 -0.026
C -6.44332 -0.80019 1.55655 0.002 0.030 0.001
C -6.87084 0.53948 2.14691 -0.002 -0.105 -0.117
H -7.11141 -2.10221 3.18029 0.007 0.019 0.013
H -7.68835 -2.61746 1.58658 -0.034 0.014 -0.013
H -5.41020 -1.07891 1.75089 -0.004 -0.038 0.048
H -6.59299 -0.78351 0.47480 -0.003 -0.010 -0.028
H -6.39420 0.75075 3.10612 0.017 -0.002 0.015
H -6.71677 1.38536 1.48107 0.006 0.022 0.090
O -4.06078 -3.32616 0.73276 0.026 0.061 0.143
C -4.75463 -3.63836 -0.19217 0.095 0.048 -0.228
O -5.84239 -4.42364 -0.04490 -0.104 -0.014 0.086
C -6.43523 -4.71260 -1.33078 -0.085 -0.024 -0.178
C -5.96092 -3.59147 -2.24904 0.085 0.051 0.150
C -4.59131 -3.26225 -1.65446 -0.286 0.005 0.027
H -6.08125 -5.69256 -1.65476 0.010 -0.008 0.003
H -7.51422 -4.75821 -1.21003 0.004 -0.030 0.053
H -5.94234 -3.88368 -3.29569 0.037 -0.041 0.007
H -6.62172 -2.72920 -2.15020 -0.016 0.004 -0.028
H -3.79585 -3.88252 -2.07155 0.035 0.029 -0.022
H -4.30830 -2.21670 -1.74296 0.141 -0.015 -0.006
O -5.76587 5.41976 -0.39580 0.028 -0.061 0.004
C -6.16891 6.50489 -0.70267 0.009 0.049 -0.060
O -7.38182 6.95028 -0.31030 -0.064 0.031 0.025
C -7.66216 8.23914 -0.89206 0.015 0.056 -0.039
C -6.29576 8.82293 -1.23780 0.040 -0.092 0.031
C -5.49205 7.56213 -1.55356 -0.075 0.129 0.143
H -8.28275 8.08388 -1.77683 0.010 0.007 -0.014
H -8.22213 8.81968 -0.16456 0.004 -0.026 0.033
H -6.33908 9.54424 -2.04997 -0.020 -0.032 -0.036
H -5.87515 9.31986 -0.36334 -0.008 0.020 0.000
H -5.58547 7.26004 -2.59861 0.023 -0.009 -0.016
H -4.43755 7.62626 -1.30100 0.029 -0.054 -0.059
O -9.07815 -6.97574 -0.92699 0.091 0.015 -0.078
C -8.79376 -7.25319 0.20116 -0.097 0.193 0.126
O -8.50746 -8.51282 0.59142 0.032 -0.102 -0.017
C -8.29682 -8.56683 2.01417 -0.005 0.026 0.047
C -7.92259 -7.14344 2.41779 -0.018 0.022 -0.098
C -8.70614 -6.31976 1.39772 0.193 -0.150 0.075
H -9.22540 -8.89956 2.48201 -0.005 0.014 0.014
H -7.52001 -9.30115 2.20913 0.010 -0.010 -0.036
H -8.16156 -6.92258 3.45541 -0.054 -0.013 -0.002
H -6.85308 -6.98591 2.27334 0.009 0.001 0.011
H -9.72372 -6.10372 1.72804 -0.011 0.036 -0.007
H -8.21816 -5.39034 1.11594 -0.074 0.040 -0.023



No. 2
32
Properties=species:S:1:pos:R:3:forces:R:3 method="wB97M-V/def2-TZVPD" relative_energy_kcal_mol=0.0 largest_force_ev_per_a=1.55 orbital_gap_ha=0.26006 total_charge=0 lumo_energy_ev=-0.76 e_homo_ev=-7.83
Mg 0.59470 -0.44572 -3.28916 0.127 0.112 -0.247
Se 0.49123 1.94555 -2.18914 -0.397 -0.073 -0.362
Te 2.97378 2.35482 -2.21597 0.566 0.006 0.036
Te 3.73802 0.72498 -4.25373 -0.342 0.196 0.043
Se 2.83717 -1.46578 -3.45777 0.054 -0.198 0.204
Ge 0.44702 1.09492 0.04752 0.332 0.002 0.926
C -1.29764 1.36400 0.91519 0.607 -0.267 -0.457
C -1.51037 2.55409 1.59902 0.231 0.183 -0.148
C -2.70808 2.78034 2.25227 -0.055 0.085 0.146
C -3.68766 1.80090 2.25027 -0.079 0.066 -0.044
C -3.47955 0.61433 1.56754 -0.037 -0.119 0.093
C -2.28691 0.39383 0.90002 -0.062 -0.194 0.005
C 1.34402 -0.66271 0.25104 -0.659 0.734 -0.121
C 0.78367 -1.83356 -0.24133 -0.149 -0.003 -0.181
C 1.36060 -3.05833 0.04909 -0.079 -0.127 -0.079
C 2.49005 -3.12169 0.84823 -0.027 -0.055 -0.032
C 3.06226 -1.95782 1.33149 0.037 -0.037 -0.031
C 2.49273 -0.73350 1.02947 0.055 0.280 0.007
H 1.38762 2.15483 0.67382 -0.045 -0.173 0.035
H -0.73313 3.31050 1.60977 -0.047 0.036 0.044
H -2.87577 3.71565 2.76882 0.017 0.016 0.037
H -4.61859 1.96592 2.77403 -0.054 0.020 0.018
H -4.24550 -0.14670 1.56583 -0.068 -0.070 -0.024
H -2.13089 -0.52828 0.35902 -0.075 -0.004 0.020
H -0.12091 -1.79319 -0.84619 -0.033 -0.067 0.114
H 0.91725 -3.96345 -0.34030 -0.017 -0.077 -0.008
H 2.92031 -4.07942 1.09761 0.066 -0.096 -0.014
H 3.95124 -2.00608 1.94185 0.079 0.017 0.060
H 2.94526 0.17632 1.40282 0.016 0.019 0.048
Se -1.34914 -0.39998 -4.99247 0.447 -0.081 -1.484
C -1.78404 -0.39526 -3.28187 -0.657 0.029 1.031
N -1.90876 -0.35950 -2.12681 0.251 -0.159 0.369



No. 3
58
Properties=species:S:1:pos:R:3:forces:R:3 method="wB97M-V/def2-TZVPD" relative_energy_kcal_mol=51.8 largest_force_ev_per_a=2.37 orbital_gap_ha=0.32792 total_charge=+1 lumo_energy_ev=-2.77 e_homo_ev=-11.69
O -4.25060 0.58628 2.13119 -0.676 0.260 -0.208
C -3.77689 0.54622 1.03410 1.825 -0.626 -0.243
C -2.26868 0.23845 0.89445 0.216 0.272 1.098
C -1.83253 -1.18600 0.66599 -0.692 -0.485 -1.546
C -2.41118 -1.76448 -0.61088 0.300 -0.576 -0.302
C -3.67971 -2.05560 -0.84087 -1.896 0.105 0.305
N -1.38322 -2.11176 -1.51136 0.556 0.584 -0.278
N -1.62535 0.60892 2.20524 0.666 -1.988 1.111
H -4.20539 0.70392 0.03738 -0.917 0.094 0.329
H -1.83102 0.90251 0.15889 -0.106 0.116 -0.150
H -0.75514 -1.21417 0.50623 0.117 0.162 0.411
H -2.05152 -1.83344 1.50099 -0.251 0.167 0.252
H -4.50147 -1.93011 -0.13091 0.668 0.235 0.401
H -4.15611 -2.43027 -1.74509 0.945 -0.094 -0.279
H -1.72328 -2.39130 -2.41525 -0.384 -0.285 -0.216
H -0.77284 -1.30475 -1.68215 -0.091 -0.292 0.298
H -1.15244 -0.19695 2.64841 -0.433 -0.419 -0.543
H -2.28874 0.85077 2.95560 -0.062 0.974 -0.632
H -0.81972 1.18074 2.01436 -0.194 1.484 0.056
H -0.93083 3.21376 -2.52332 0.111 0.178 0.344
H -0.92359 1.95739 -1.67671 -0.179 0.059 -0.329
O -1.23940 2.87104 -1.67159 -0.141 -0.207 0.120
H 1.65692 -4.14780 0.62745 -0.039 0.499 0.327
H 2.11646 -2.72818 1.01108 0.094 -0.052 -0.272
O 1.65414 -3.49617 1.35792 0.210 -0.448 -0.046
H -0.42375 3.11058 1.73762 0.837 0.744 -0.795
H -0.90423 3.11626 0.10075 0.501 0.419 0.713
O -1.09267 2.99196 1.05828 -1.126 -0.676 0.000
H 2.49231 1.52497 -0.22558 0.147 0.482 0.317
H 1.59728 2.80557 0.03917 0.073 -0.289 -0.074
O 1.72140 2.03482 -0.53236 0.069 -0.036 -0.374
H 0.17913 -3.51586 -1.03309 0.309 -0.147 -0.271
H 0.78505 -4.47499 -2.07512 0.003 -0.115 0.038
O 0.98461 -4.03761 -1.24195 -0.301 0.291 0.014
H 2.28337 -0.40763 1.23934 0.165 -0.285 -0.157
H 1.82060 -0.42740 2.73259 0.187 0.185 -0.585
O 1.80583 0.09232 1.90765 -0.412 0.061 0.691
H 0.71086 1.01783 -1.50100 0.016 0.105 0.466
H 0.88019 -0.09073 -2.47183 0.498 -0.395 -0.656
O 0.19183 0.36574 -2.00214 -0.707 0.130 0.368
H 3.13021 -2.36535 -1.19482 -0.149 -0.243 0.054
H 3.01744 -0.85542 -1.29175 0.107 0.180 -0.087
O 3.15093 -1.56751 -0.65727 -0.106 0.134 0.162
H 4.90110 1.42542 -0.45199 0.369 -0.098 0.395
H 4.76016 1.05411 1.09422 0.346 0.042 -0.278
O 4.29904 1.20120 0.26355 -0.791 0.053 -0.147
H 3.20086 0.56600 -3.83532 -0.174 0.556 0.299
H 2.54392 1.64757 -2.84119 0.955 -1.121 -0.484
O 2.65838 0.70782 -3.04364 0.423 -0.798 0.197
H 1.74590 2.06460 2.07702 0.493 -0.296 0.006
H 2.20748 3.57046 2.16910 0.239 -0.077 0.050
O 1.54147 2.93428 2.43602 -0.699 0.228 0.078
H 1.78945 2.71923 -2.87996 -0.793 1.075 0.238
H 0.65029 2.09908 -3.68567 0.110 -0.065 -0.024
O 1.03427 2.94565 -3.42750 -0.177 0.299 -0.436
H -1.16782 -3.54551 2.08918 0.581 0.058 0.395
H 0.25579 -3.27405 2.66229 -0.106 -0.187 -0.447
O -0.66487 -2.97701 2.69608 -0.538 0.069 0.325